Arrangement A

The following is a DFT calculation (the ωB97M-V functional and the def2-TZVPD basis) of a 12-piece molecular cluster, C12H48N24O12 overall.

Computed properties:
HOMO-LUMO gap = 9.628 eV
E_HOMO = -9.4 eV
M = 720.7 Da
SMILES = NC(N)=O.NC(N)=O.NC(N)=O.NC(N)=O.NC(N)=O.NC(N)=O.NC(N)=O.NC(N)=O.NC(N)=O.NC(N)=O.NC(N)=O.NC(N)=O

Structure (ORCA input):
```
! wB97M-V def2-TZVPD RIJCOSX def2/J DEFGRID3
* xyz 0 1
N -0.0370 -0.0103 3.6518
C -0.6271 0.4624 4.8448
N -0.7572 -0.5081 5.8863
O -1.0207 1.6329 4.9985
H 0.6419 -0.7480 3.7317
H 0.3001 0.6566 2.9812
H -0.3410 -1.4093 5.7751
H -1.1828 -0.2613 6.7389
N 1.1661 1.7324 -3.0377
C 1.1099 0.9989 -4.3123
N 1.0455 -0.4354 -4.1545
O 1.0707 1.5252 -5.4379
H 0.5588 1.3267 -2.3530
H 0.9757 2.7297 -3.0841
H 0.7771 -1.0302 -4.9212
H 1.0295 -0.9069 -3.2835
N 0.2242 -5.3129 -1.1491
C 0.5459 -4.4513 -2.2359
N 1.2377 -5.0996 -3.3635
O 0.3263 -3.2506 -2.3022
H 0.0516 -6.2731 -1.3861
H -0.4231 -5.0568 -0.4151
H 1.7042 -5.9718 -3.1672
H 1.7770 -4.6498 -4.0805
N 1.3419 -3.3924 0.9677
C 1.7931 -3.6306 2.2456
N 2.2368 -2.4662 2.9418
O 1.7709 -4.7350 2.8039
H 1.2571 -2.4411 0.6557
H 0.7674 -4.0908 0.5584
H 2.6469 -2.7199 3.8148
H 2.5124 -1.6625 2.4169
N 1.9546 3.1781 -0.5729
C 2.2695 4.4359 0.0846
N 1.1721 5.0221 0.9342
O 3.2948 5.1012 -0.0619
H 2.6176 2.5821 -1.0458
H 1.4617 2.5190 0.0279
H 0.3540 4.4664 1.1355
H 1.0855 5.9345 1.3339
N -4.1834 -6.0188 -2.4408
C -3.7028 -4.7332 -1.9915
N -2.5229 -4.2632 -2.7152
O -4.2305 -4.1396 -1.0723
H -5.0335 -6.3512 -2.0553
H -3.5395 -6.7023 -2.7865
H -1.9821 -3.4430 -2.5133
H -2.3540 -4.5156 -3.6620
N -0.3693 -0.7274 -0.9971
C 0.6431 -0.1871 -0.1486
N 0.1961 1.0061 0.5513
O 1.7609 -0.6844 -0.0190
H -1.1501 -0.1092 -1.1209
H -0.0874 -1.3520 -1.7271
H 0.7591 1.2810 1.3470
H -0.8041 1.0918 0.7307
N -4.3648 -0.1715 -2.6903
C -4.3322 -1.0371 -3.8330
N -5.5065 -1.8183 -3.9895
O -3.3858 -1.1029 -4.5866
H -5.1640 -0.3323 -2.1254
H -3.5840 0.3846 -2.4234
H -6.1470 -2.0873 -3.2668
H -5.4421 -2.6175 -4.6032
N -1.2653 3.5896 -1.2358
C -1.9110 2.4017 -1.8708
N -2.1912 2.6408 -3.2548
O -2.3222 1.3496 -1.3937
H -0.5318 4.0572 -1.7596
H -0.9245 3.4513 -0.2842
H -2.6212 1.9682 -3.8603
H -2.0663 3.5282 -3.7272
N 3.8959 3.0888 3.4547
C 2.5408 2.5260 3.3243
N 1.5046 3.2806 3.9236
O 2.3982 1.4807 2.6415
H 4.5922 2.7651 2.8260
H 4.0700 3.9343 3.9498
H 1.7769 4.1088 4.4173
H 0.5120 3.1475 3.8111
N -3.1373 4.6195 1.3873
C -2.2703 3.8214 2.2019
N -2.6303 3.7059 3.5241
O -1.2509 3.2245 1.7878
H -2.8788 4.8583 0.4411
H -3.4023 5.4088 1.9572
H -2.0751 3.2835 4.2412
H -3.5484 3.9210 3.8852
N 4.6943 -0.5046 2.4126
C 5.4864 -0.8706 1.2024
N 4.8209 -0.5799 -0.0850
O 6.5964 -1.3382 1.3505
H 3.9138 0.0960 2.2327
H 5.1052 -0.2843 3.2986
H 5.1359 -1.1736 -0.8337
H 3.8205 -0.6658 0.0083
*
```

Population analysis type Mulliken, resulting atomic charges in e: -0.065 0.400 -0.384 -0.671 0.440 -0.125 0.165 0.227 -0.116 0.336 -0.232 -0.631 0.034 0.274 0.236 0.239 -0.460 0.475 -0.526 -0.449 0.219 0.290 0.205 0.244 -0.071 0.320 -0.270 -0.727 0.291 -0.005 0.228 0.154 0.104 0.275 -0.202 -0.639 0.365 -0.399 0.081 0.200 -0.438 0.504 -0.231 -0.567 0.230 0.195 0.036 0.218 0.288 -0.108 0.367 -0.853 0.225 -0.067 -0.307 0.420 -0.248 0.554 -0.494 -0.600 0.176 0.201 0.231 0.266 -0.246 0.700 -0.291 -0.934 0.330 -0.137 0.166 0.200 -0.469 0.316 -0.247 -0.166 0.207 0.154 0.199 0.061 -0.545 0.266 -0.309 -0.084 0.254 0.239 0.231 0.197 -0.169 0.456 -0.440 -0.590 -0.041 0.247 0.284 0.334

=====

Arrangement B

The following is a DFT calculation (the ωB97M-V functional and the def2-TZVPD basis) of a 12-piece molecular cluster, C12H48N24O12 overall.

Computed properties:
HOMO-LUMO gap = 8.649 eV
E_HOMO = -9.0 eV
M = 720.7 Da
SMILES = NC(N)=O.NC(N)=O.NC(N)=O.NC(N)=O.NC(N)=O.NC(N)=O.NC(N)=O.NC(N)=O.NC(N)=O.NC(N)=O.NC(N)=O.NC(N)=O

Structure (ORCA input):
```
! wB97M-V def2-TZVPD RIJCOSX def2/J DEFGRID3
* xyz 0 1
N 0.0848 -7.5173 0.2775
C 0.0830 -6.6566 1.3499
N -0.1180 -5.3503 1.0355
O 0.2840 -7.0344 2.4932
H -0.0698 -7.2421 -0.6726
H 0.5047 -8.4142 0.4438
H -0.0902 -4.9982 0.1005
H 0.0375 -4.7823 1.8650
N -1.5175 -3.1198 5.3088
C -1.3485 -2.9072 3.9976
N -2.1911 -2.0685 3.3475
O -0.4070 -3.4243 3.3753
H -0.6363 -3.4320 5.6923
H -2.2776 -2.7102 5.8158
H -1.8778 -1.7685 2.4393
H -2.7731 -1.3900 3.8086
N 1.4921 3.0039 3.2483
C 0.9495 3.0306 4.4644
N 1.3776 3.9612 5.3555
O 0.1291 2.1964 4.8948
H 1.1751 2.3698 2.5353
H 2.1523 3.7093 2.9718
H 1.2788 3.7253 6.3252
H 2.1965 4.5048 5.1310
N -1.9348 -2.2171 -3.5347
C -0.7521 -1.9045 -4.1264
N -0.6265 -2.2064 -5.4281
O 0.1574 -1.3814 -3.4553
H -2.0512 -2.0181 -2.5498
H -2.7450 -2.4140 -4.0931
H 0.2727 -2.1224 -5.8719
H -1.4037 -2.4950 -5.9918
N 2.0132 4.9004 -0.0368
C 2.6724 3.7549 -0.4517
N 2.0355 3.1426 -1.4691
O 3.7466 3.4073 0.0280
H 1.0149 4.9071 -0.1134
H 2.4472 5.5110 0.6294
H 2.2428 2.2840 -1.9468
H 1.1024 3.4932 -1.6151
N 0.3088 0.2437 -1.0582
C 0.1091 -0.4515 0.1163
N 0.0793 -1.7933 -0.0387
O -0.1004 0.1909 1.1415
H 0.3372 -0.2613 -1.9357
H 0.7742 1.1324 -1.0674
H 0.5783 -2.1546 -0.8353
H -0.2241 -2.4256 0.6833
N 1.6922 -0.9735 3.4544
C 2.2610 -1.0909 4.6853
N 1.6225 -0.3264 5.5966
O 3.3209 -1.6949 4.8531
H 0.8088 -0.5153 3.3145
H 2.0636 -1.5308 2.7097
H 2.0144 -0.0498 6.4751
H 0.8226 0.1972 5.2744
N 4.5824 -2.3258 -2.5869
C 3.3699 -2.2847 -3.2160
N 2.3925 -2.9515 -2.5584
O 3.1736 -1.7318 -4.2980
H 4.4647 -2.6531 -1.6441
H 5.4738 -1.9348 -2.8122
H 2.5892 -3.4927 -1.7371
H 1.4928 -3.0624 -2.9868
N -1.3126 3.5466 1.2050
C -1.6958 4.6180 1.9945
N -1.7128 5.7043 1.1692
O -2.0656 4.5193 3.1496
H -1.2084 2.6478 1.6481
H -0.9839 3.7305 0.2786
H -1.8183 6.5993 1.6210
H -1.4445 5.7122 0.2086
N -3.0391 0.0673 -0.1036
C -3.6308 -1.1580 -0.1936
N -4.3816 -1.5148 0.8782
O -3.5995 -1.8795 -1.1997
H -3.4894 0.6470 0.5820
H -2.2056 0.3661 -0.5788
H -4.4694 -0.8680 1.6400
H -4.5397 -2.4898 1.0573
N -2.8257 1.7622 -2.7262
C -2.1205 2.8485 -2.4255
N -2.9161 3.9603 -2.2854
O -0.9220 2.8880 -2.1201
H -3.7720 1.7455 -3.0568
H -2.2937 0.9382 -2.9740
H -3.9101 3.9583 -2.3939
H -2.4013 4.7824 -2.0282
N 1.1792 2.1629 -4.3217
C 1.8344 1.5549 -5.3535
N 1.5203 0.2597 -5.5648
O 2.6499 2.1345 -6.0775
H 0.3850 1.6802 -3.9358
H 1.1600 3.1670 -4.2902
H 1.0588 -0.3396 -4.8908
H 2.3335 -0.1378 -6.0195
*
```

Population analysis type Mulliken, resulting atomic charges in e: -0.395 0.543 -0.178 -0.622 0.164 0.233 0.127 0.182 -0.454 0.594 -0.258 -0.625 0.260 0.186 -0.051 0.243 -0.093 0.719 -0.470 -0.780 0.052 0.114 0.253 0.176 -0.290 0.525 -0.369 -0.471 0.113 0.164 0.257 0.167 -0.363 0.517 -0.068 -0.658 0.139 0.234 0.135 0.039 0.897 -0.196 0.335 -0.248 -0.201 -0.209 -0.038 0.049 0.002 0.525 -0.266 -0.716 -0.025 0.119 0.216 0.130 -0.410 0.635 -0.330 -0.616 0.141 0.217 0.199 0.070 0.092 0.539 -0.321 -0.629 0.067 -0.150 0.226 0.136 0.011 0.617 -0.443 -0.699 0.171 -0.134 0.161 0.252 -0.285 0.555 -0.454 -0.494 0.211 0.116 0.151 0.197 -0.104 0.391 -0.391 -0.715 -0.025 0.214 0.198 0.269

=====

Least stable of them? arrangement A.

=====

Arrangement A

The following is a DFT calculation (the ωB97M-V functional and the def2-TZVPD basis) of one molecule with the formula C7H12N2.

Computed properties:
HOMO-LUMO gap = 10.015 eV
E_HOMO = -9.0 eV
M = 124.2 Da
SMILES = [H]/N=C/N1[C@@H](C)[C@@H]1/C=C\C

Structure (ORCA input):
```
! wB97M-V def2-TZVPD RIJCOSX def2/J DEFGRID3
* xyz 0 1
H 2.6492 2.5476 0.0822
N 2.4191 1.6351 -0.1947
C 1.1792 1.4482 -0.3672
N 0.6974 0.2089 -0.7260
C 1.0895 -1.0622 -0.3409
C 2.4213 -1.2667 0.3485
C -0.1483 -0.5650 0.2695
C -1.4492 -1.0674 -0.2819
C -2.5331 -0.3204 -0.3867
C -2.7721 1.0113 0.3089
H 0.3495 2.1244 -0.2132
H 1.0573 -1.8636 -1.1484
H 3.2520 -1.3002 -0.4106
H 2.8801 -0.4724 1.0423
H 2.4306 -2.2059 0.9116
H -0.1900 -0.2213 1.3405
H -1.4961 -1.9496 -0.8273
H -3.4097 -0.6907 -0.9014
H -3.7629 1.1084 0.6723
H -2.1025 1.0829 1.1986
H -2.5612 1.8188 -0.3762
*
```

Population analysis type Mulliken, resulting atomic charges in e: 0.206 -0.613 0.066 -0.329 0.263 -1.351 0.111 -0.873 -0.135 -1.106 0.376 0.255 0.335 0.318 0.343 0.458 0.378 0.383 0.406 0.262 0.246

=====

Arrangement B

The following is a DFT calculation (the ωB97M-V functional and the def2-TZVPD basis) of a 2-piece molecular cluster, C7H12N2 overall.

Computed properties:
HOMO-LUMO gap = 9.467 eV
E_HOMO = -8.6 eV
M = 124.2 Da

Structure (ORCA input):
```
! wB97M-V def2-TZVPD RIJCOSX def2/J DEFGRID3
* xyz 0 1
C 1.9501 1.5146 0.0624
C -1.0944 -0.9421 0.3972
C -1.3190 0.6172 0.6012
C -0.3772 0.0991 -0.3765
C -2.6138 1.1833 -0.0611
C 2.2579 -0.5644 -1.0010
C 1.6038 0.1506 0.1689
N 2.3097 2.5956 -0.1205
N 1.4926 -0.3275 1.5016
H -0.7298 -1.6822 1.0242
H -1.8514 -1.4098 -0.2986
H -1.0029 1.1749 1.4169
H -0.5715 0.3467 -1.5399
H -3.4845 1.3584 0.6572
H -3.0092 0.5257 -0.8413
H -2.4906 2.1347 -0.5102
H 1.9009 -1.5382 -1.0831
H 3.2982 -0.6087 -0.7795
H 2.0892 0.0514 -1.9127
H 1.7130 -1.3254 1.6001
H 2.0926 0.1667 2.1721
*
```

Population analysis type Mulliken, resulting atomic charges in e: 0.244 -0.750 0.005 -0.052 -1.419 -1.606 0.702 -0.516 -0.509 0.362 0.189 0.464 0.169 0.319 0.306 0.371 0.401 0.467 0.354 0.224 0.273

=====

Least stable of them? arrangement B.

=====

Arrangement A

The following is a DFT calculation (the ωB97M-V functional and the def2-TZVPD basis) of a 2-piece molecular cluster, C4H10N overall.

Computed properties:
HOMO-LUMO gap = 7.707 eV
E_HOMO = -13.5 eV
M = 72.1 Da

Structure (ORCA input):
```
! wB97M-V def2-TZVPD RIJCOSX def2/J DEFGRID3
* xyz 1 1
C -0.4468 2.6527 -1.3522
N 0.2824 1.7463 -0.8338
H -0.4161 3.6442 -0.9156
H -1.1568 2.3692 -2.1226
H 0.2957 0.7181 -0.9130
H 1.1423 2.0699 -0.3800
C 0.8534 -1.9330 1.6207
C -0.2454 -1.1665 0.9156
C -0.5968 -1.3873 -0.3575
H 0.4059 -2.9198 1.7636
H 1.6457 -2.1413 0.8961
H 1.2523 -1.5172 2.5358
H -0.7969 -0.4272 1.4887
H -1.4940 -0.9820 -0.8100
H -0.1524 -2.2666 -0.8177
*
```

Population analysis type Mulliken, resulting atomic charges in e: -0.048 -0.079 0.271 0.287 0.260 0.293 -1.057 0.232 -1.133 0.282 0.306 0.340 0.369 0.410 0.267

=====

Arrangement B

The following is a DFT calculation (the ωB97M-V functional and the def2-TZVPD basis) of a 2-piece molecular cluster, C4H10N overall.

Computed properties:
HOMO-LUMO gap = 5.304 eV
E_HOMO = -15.1 eV
M = 72.1 Da

Structure (ORCA input):
```
! wB97M-V def2-TZVPD RIJCOSX def2/J DEFGRID3
* xyz 1 1
C 1.2233 0.6817 -0.5770
C 1.5035 -0.4799 0.3541
C 0.7374 -1.7396 -0.0453
C -2.3161 1.1932 0.4377
N -1.4911 0.4717 -0.1533
H 0.1071 0.8962 -0.5780
H 1.4968 0.5960 -1.6286
H 1.8751 1.4721 -0.2244
H 2.5837 -0.6899 0.4558
H 1.1636 -0.1618 1.3373
H -0.3036 -1.4794 -0.3298
H 0.6712 -2.5291 0.7021
H -2.8298 0.8159 1.3443
H -2.7956 2.0462 -0.0662
H 1.1406 -2.1366 -0.9875
*
```

Population analysis type Mulliken, resulting atomic charges in e: -0.648 -0.281 -1.022 -0.136 0.051 0.130 0.378 0.338 0.361 0.244 0.253 0.328 0.351 0.342 0.311

=====

Arrangement C

The following is a DFT calculation (the ωB97M-V functional and the def2-TZVPD basis) of a 2-piece molecular cluster, C4H10N overall.

Computed properties:
HOMO-LUMO gap = 4.366 eV
E_HOMO = -9.9 eV
M = 72.1 Da

Structure (ORCA input):
```
! wB97M-V def2-TZVPD RIJCOSX def2/J DEFGRID3
* xyz 1 1
C -4.6069 -0.3827 -1.3555
C -4.8441 -1.3752 -0.4451
H -4.4918 0.6320 -0.9767
H -4.6278 -0.4815 -2.4392
H -5.8717 -1.4858 -0.1271
H -4.3020 -2.3340 -0.4536
C 3.0892 1.5243 -0.0096
C 3.5340 -0.3446 1.5363
N 2.8824 0.2164 0.5978
H 2.1755 2.1350 0.0542
H 3.3123 1.3328 -1.0625
H 3.9457 1.9572 0.5246
H 4.1896 0.3162 2.1048
H 3.5128 -1.3878 1.8320
H 2.1028 -0.3224 0.2196
*
```

Population analysis type Mulliken, resulting atomic charges in e: -0.454 -0.506 0.232 0.259 0.245 0.224 -0.585 -0.024 -0.061 0.294 0.295 0.264 0.222 0.284 0.310

=====

Arrangement D

The following is a DFT calculation (the ωB97M-V functional and the def2-TZVPD basis) of a 2-piece molecular cluster, C4H10N overall.

Computed properties:
HOMO-LUMO gap = 8.806 eV
E_HOMO = -13.0 eV
M = 72.1 Da

Structure (ORCA input):
```
! wB97M-V def2-TZVPD RIJCOSX def2/J DEFGRID3
* xyz 1 1
C -2.8410 0.9601 -0.2634
C -0.6222 -0.3297 -0.4443
C -1.7071 0.3946 -0.4363
C -0.0887 -1.1608 0.7780
N 2.4801 0.4404 -0.2682
H -3.7470 0.6236 -0.7298
H -2.9875 1.8688 0.2724
H 0.0519 -0.5644 -1.2295
H 2.8013 1.0298 -0.9572
H -1.0257 -1.5482 1.2837
H 0.3543 -0.5063 1.4856
H 0.6014 -1.8015 0.3234
H 2.8300 -0.5828 -0.1368
H 1.3782 0.4325 -0.4033
H 2.5220 0.7437 0.7259
*
```

Population analysis type Mulliken, resulting atomic charges in e: -0.696 -0.433 0.007 -0.992 -0.479 0.257 0.263 0.657 0.357 0.354 0.341 0.319 0.437 0.198 0.410

=====

Least stable of them? arrangement B.